No. 1
Molecular formula: C11H33O7V
Method: DFT, wB97M-V/def2-TZVPD

```
52
Properties=species:S:1:pos:R:3
V 0.12297 -0.23038 -0.52855
C 1.83165 -1.60532 2.03875
O 1.58844 -1.46661 0.69676
H 1.77682 -2.65780 2.36972
H 2.83055 -1.22264 2.33523
H 1.09177 -1.04246 2.66344
C -2.95175 -1.09608 -0.28159
O -1.69444 -1.03613 0.30999
H -3.23359 -2.15783 -0.40285
H -3.76518 -0.62191 0.29320
H -2.92696 -0.67015 -1.30130
C 0.15124 -1.70251 -3.49225
O 0.47385 -1.70362 -2.16062
H -0.84445 -1.26401 -3.72912
H 0.90510 -1.18835 -4.12347
H 0.05026 -2.72887 -3.89770
C 1.18652 2.89719 2.38722
C -0.11645 2.14068 2.17855
O 0.08959 1.03564 1.29680
H 1.44427 3.47178 1.49774
H 2.01497 2.23530 2.65026
H 1.15693 3.56439 3.25660
H -0.91117 2.79527 1.82535
H -0.48891 1.78576 3.14500
H 0.42555 0.35602 1.90998
C 3.72437 2.38591 -1.94204
C 2.59781 1.92452 -1.02919
O 1.99731 0.74950 -1.54356
H 3.44213 2.46606 -2.99080
H 4.53053 1.64481 -1.87835
H 4.21674 3.30929 -1.62878
H 1.85246 2.73097 -0.97319
H 2.86471 1.72523 0.00874
H 2.26599 0.57728 -2.44785
C -1.29959 -4.44202 2.38510
C -1.44015 -4.62840 0.86935
O -0.62179 -3.68352 0.21196
H -1.77838 -5.26349 2.93588
H -1.85185 -3.54237 2.67635
H -0.27641 -4.28063 2.71348
H -2.48467 -4.48014 0.56628
H -1.20474 -5.65737 0.58740
H -1.09184 -2.82133 0.30088
C -2.37263 2.94773 -0.52393
C -1.12960 2.67336 -1.37861
O -0.99927 1.28503 -1.67013
H -3.26341 2.97493 -1.15655
H -2.28328 3.88930 0.02180
H -2.48474 2.17281 0.23427
H -0.29908 2.96133 -0.72924
H -1.09627 3.32321 -2.25352
H -1.72190 1.17068 -2.30289
```

Summary:
Expectation value of S²: 3.75
Multiplicity: 4
Frontier orbital gap (spin up / spin down), eV: 5.03 / 5.95
Total charge: -1
E_LUMO (spin up / spin down), Eh: 0.0914 / 0.0912

=====

No. 2
Molecular formula: C11H34N8O13Zn2
Method: DFT, wB97M-V/def2-TZVPD

```
68
Properties=species:S:1:pos:R:3
Zn -0.81502 -25.93715 10.61259
Zn 2.97592 -23.04070 8.20211
C 1.11952 -23.93878 9.52239
O 0.26130 -24.34716 10.28873
O 2.31093 -24.19987 9.68416
O 1.02136 -23.14806 8.63088
C 3.00789 -20.12490 9.64179
O 3.25321 -21.25374 9.27377
N 3.86239 -19.24341 10.00960
N 1.82465 -19.72214 9.86734
H 3.45973 -18.34463 10.23357
H 4.82653 -19.29707 9.71356
H 1.08800 -20.32960 9.53804
H 1.72688 -18.79232 10.24941
C 1.31414 -27.88926 9.00946
O 0.62268 -27.17051 9.72314
N 1.79208 -27.42157 7.88385
N 1.71803 -29.09956 9.37542
H 1.61216 -26.44383 7.70562
H 2.40315 -27.94301 7.27165
H 2.21064 -29.77364 8.80706
H 1.04127 -29.45636 10.03482
C 3.60659 -25.11023 5.83019
O 3.01735 -24.50720 6.79007
N 3.25622 -25.24928 4.62859
N 4.71153 -25.71895 5.92965
H 2.31796 -24.93896 4.42009
H 3.75561 -25.83737 3.97678
H 4.92659 -26.32340 5.14959
H 5.30014 -25.40413 6.68762
C -2.14607 -25.48976 7.71732
O -1.97556 -25.77736 8.90095
N -1.20944 -24.97090 6.98967
N -3.26075 -25.67175 7.06884
H -1.32653 -24.71945 6.01850
H -0.53974 -24.54435 7.61389
H -3.52906 -25.27982 6.17749
H -3.88809 -26.32846 7.51072
C 4.35777 -25.32651 11.89696
C 4.62530 -26.58891 10.98780
O 4.31377 -26.35369 9.56134
O 3.04101 -25.17305 12.07612
H 4.98913 -24.52751 11.50828
H 4.85694 -25.52020 12.84638
H 4.00818 -27.40215 11.36976
H 5.58352 -27.10799 11.00939
H 3.46856 -25.91197 9.45130
H 2.67829 -24.76546 11.28625
C -1.51856 -20.75138 8.56793
C -2.64260 -19.97353 7.97759
O -3.86710 -20.59656 8.33818
O -0.70013 -21.38193 7.53472
H -1.81882 -21.58352 9.20471
H -0.77356 -20.24933 9.18519
H -2.54385 -19.89188 6.89515
H -2.70389 -18.98455 8.43177
H -4.02845 -20.46375 9.27516
H -0.16321 -22.06109 7.94951
C -0.67977 -21.40418 14.01435
C -0.15455 -21.40452 12.51965
O 1.05278 -22.21390 12.31809
O -0.18613 -20.27622 14.68254
H -0.31279 -22.32472 14.46827
H -1.76692 -21.38682 14.09114
H 0.13266 -20.42660 12.13327
H -0.82163 -21.93913 11.84341
H 0.91045 -22.76725 11.54663
H 0.76324 -20.40903 14.63090
```

Summary:
Multiplicity: 1
Frontier orbital gap, eV: 5.93
Total charge: +2
E_LUMO, Eh: -0.2841

=====

No. 3
Molecular formula: C11H36F6O8P
Method: DFT, wB97M-V/def2-TZVPD

```
62
Properties=species:S:1:pos:R:3
P -14.85640 15.89659 -22.62805
F -15.38251 17.24100 -21.74425
F -14.60065 16.84035 -23.90783
F -13.42189 16.36114 -22.15836
F -14.25243 14.54502 -23.45441
F -15.15026 14.93027 -21.28752
F -16.40771 15.63041 -23.19033
C -14.32469 12.58414 -26.30569
C -15.48742 13.29534 -25.57009
C -15.91892 14.29997 -26.59294
O -14.61965 14.69961 -27.18505
C -13.79267 13.55666 -27.28075
H -14.75492 11.80924 -26.94016
H -13.56226 12.14946 -25.65927
H -15.16852 13.79863 -24.65734
H -16.24381 12.59158 -25.22268
H -16.48251 15.11523 -26.13928
H -16.58092 13.93101 -27.37635
H -12.72279 13.72832 -27.16246
H -14.12573 13.30046 -28.28650
C -17.58406 13.95699 -23.57422
O -16.62948 13.08370 -22.94977
H -18.54052 13.43429 -23.56499
H -17.77394 14.81256 -22.92612
H -17.26436 14.27213 -24.56749
H -15.87917 13.63211 -22.70916
C -13.66711 18.09253 -25.92166
O -12.26678 18.33668 -25.82848
H -14.03625 17.38192 -25.18215
H -14.32763 18.94001 -25.73837
H -13.88342 17.59592 -26.86754
H -12.00681 18.99069 -26.48139
C -14.95834 19.11439 -23.26923
O -14.02915 19.91723 -23.89496
H -15.50639 18.49778 -23.98165
H -14.40748 18.44879 -22.60467
H -15.69274 19.66686 -22.68313
H -13.88001 20.64961 -23.29249
C -12.70387 15.16540 -24.84579
O -12.69821 16.59512 -24.44499
H -12.73883 14.44093 -24.03214
H -13.59685 14.97677 -25.44169
H -11.92809 14.79551 -25.51621
H -13.15970 16.59903 -23.60320
C -16.86194 16.70154 -25.31278
O -17.33769 17.88329 -25.86638
H -17.69113 15.99410 -25.32179
H -15.98757 16.28609 -25.81376
H -16.53179 16.93278 -24.30005
H -18.19185 18.15491 -25.52254
C -12.21832 18.49734 -22.49954
O -12.28285 18.44989 -23.85203
H -11.25050 18.85788 -22.15107
H -12.99196 19.09181 -22.01356
H -12.35726 17.50882 -22.06177
H -12.95641 19.10758 -24.04004
C -17.87607 17.64988 -22.25796
O -18.93329 17.40501 -23.24179
H -18.13418 17.21149 -21.29396
H -16.98015 17.09689 -22.54014
H -17.51365 18.66873 -22.12120
H -19.70326 17.17127 -22.71825
```

Summary:
Multiplicity: 1
Frontier orbital gap, eV: 7.38
Total charge: -1
E_LUMO, Eh: 0.1009

=====

| no. | electronic energy (a.u.) |
| --- | --- |
| 1 | -1909.5170 |
| 2 | -5413.9007 |
| 3 | -1982.7889 |